No. 1
ORCA calculation (ωB97M-V/def2-TZVPD) on C22H34N2O6P2Pd as an isolated structure.

Last column: natural (NBO) charge in e.
Element x y z (Å)
P -1.59354 2.31375 -1.85136  1.136
P 0.77303 1.06064 -3.58533  1.353
C -0.47026 3.36062 -2.94234  -0.749
C -0.10820 2.55104 -4.17662  -0.699
H 0.40031 3.75850 -2.38759  0.266
H -1.09521 4.21381 -3.20834  0.268
H -1.00020 2.17250 -4.70708  0.228
H 0.54597 3.08737 -4.87005  0.296
C 2.46769 1.80860 -3.49476  -0.952
H 3.18928 1.21289 -2.92349  0.262
H 2.45275 2.81468 -3.06267  0.248
H 2.87472 1.90921 -4.51774  0.257
C 1.11480 -0.06134 -4.96988  -0.958
H 1.84061 0.39703 -5.66056  0.288
H 0.20171 -0.25957 -5.53964  0.260
H 1.54117 -1.01554 -4.63346  0.288
C -1.86783 3.54164 -0.48959  -0.937
H -2.51475 3.08345 0.26729  0.271
H -2.39518 4.37969 -0.95234  0.257
H -0.95896 3.93464 -0.01206  0.270
C -3.15384 2.56507 -2.77151  -1.119
H -3.06373 2.98891 -3.77495  0.281
H -3.63327 3.27329 -2.08095  0.329
H -3.90657 1.72017 -2.73493  0.286
Pd -2.37408 0.67025 -3.22311  0.635
C 2.67156 -0.53985 0.83697  -0.165
C 3.28822 0.67008 0.46449  -0.128
C 2.65210 1.92325 0.04599  -0.459
C 1.13648 1.87729 0.37929  -0.525
C 0.39760 1.09964 -0.60799  -0.065
C 0.81023 0.24742 -1.72156  -0.443
C 1.68785 -0.98927 -1.43583  -0.457
C 1.84586 -1.26569 0.01936  -0.273
C -2.98387 -0.12730 -1.29870  -0.822
H 2.78974 -0.85631 1.87159  0.253
H 4.37084 0.68892 0.56433  0.224
H 2.79686 2.12407 -1.02636  0.208
H 3.08531 2.79713 0.54710  0.256
H 0.99817 1.40824 1.38278  0.300
H 0.74146 2.91699 0.46081  0.237
H -0.55479 0.69540 -0.16592  0.200
H -0.10758 -0.26689 -2.07087  0.222
H 2.66402 -0.95260 -1.97363  0.241
H 1.09980 -1.85169 -1.81919  0.236
H -0.31346 -1.12691 0.86945  0.489
H 1.49066 -2.21719 0.39623  0.237
H -2.96960 -1.21609 -1.49668  0.241
H -4.01070 0.23880 -1.30258  0.211
H -2.44152 0.08083 -0.37822  0.199
O 0.56014 -0.41330 2.90679  -0.590
C -0.10769 -1.41251 2.71996  0.794
O -0.75190 -1.68970 1.54463  -0.696
C -0.30972 -2.51394 3.71228  -0.212
C -1.39604 -3.38480 3.62789  -0.052
C -1.68711 -4.21551 4.72211  0.001
C -0.83069 -4.31449 5.82497  -0.102
C 0.35326 -3.55863 5.82607  0.027
C 0.62222 -2.66004 4.76488  -0.088
N 1.27823 -3.64319 6.91212  0.488
O 1.00674 -4.38177 7.88308  -0.329
O 2.33419 -2.97331 6.85406  -0.355
N -2.95468 -4.91482 4.75041  0.496
O -3.66453 -4.85571 3.72023  -0.367
O -3.28783 -5.53110 5.78414  -0.326
H -2.04013 -3.35969 2.76068  0.258
H -1.06395 -4.96437 6.66507  0.298
H 1.52784 -2.05268 4.78284  0.270

Calculated values
Lowest unoccupied orbital energy (alpha / beta) (Eh): -0.28092 / -0.34906
Total charge: +2
Strongest force on any atom (Eh/bohr): 0.09528
<S²>: 6.0274
2S+1: 5
DFT total energy (hartree): -2229.11158

No. 2
ORCA calculation (ωB97M-V/def2-TZVPD) on C22H35AuNO2P as an isolated structure.

Last column: natural (NBO) charge in e.
Element x y z (Å)
Au -0.70462 0.07244 0.31815  0.655
C -3.75765 -1.00923 -1.65504  -0.256
O -3.25193 -0.03917 -0.73202  -0.568
C -4.07567 0.12056 0.42827  -0.106
C -3.58213 -0.74307 1.55157  -0.099
O -2.30760 -0.28706 2.06925  -0.592
C -2.45897 0.70732 3.09751  -0.253
H -4.77284 -0.75339 -1.95511  0.201
H -3.75420 -2.01775 -1.22945  0.171
H -3.12058 -0.97954 -2.53744  0.190
H -5.11294 -0.12401 0.19129  0.208
H -4.03073 1.17027 0.71548  0.204
H -3.43276 -1.76521 1.20516  0.200
H -4.31036 -0.75564 2.36324  0.208
H -3.07068 0.30579 3.90531  0.203
H -2.91790 1.61775 2.71071  0.185
H -1.46754 0.93293 3.48110  0.199
C -0.25168 3.65074 1.61517  -0.612
C -0.40530 3.51058 0.09607  -0.741
P 0.36600 1.99028 -0.53269  0.917
C 0.30610 2.02895 -2.35484  -0.731
C 0.32046 3.42564 -2.99485  -0.615
C 2.11150 2.06107 -0.03071  -0.737
C 2.88442 3.30056 -0.50178  -0.619
H -0.90129 4.44049 1.98837  0.245
H 0.77151 3.91209 1.89207  0.219
H -0.51822 2.72546 2.13202  0.199
H 0.04954 4.35516 -0.41788  0.248
H -1.45392 3.48242 -0.19508  0.251
H -0.59627 1.49676 -2.64886  0.244
H 1.15493 1.43113 -2.69175  0.240
H -0.58884 3.97984 -2.75408  0.220
H 0.36528 3.32604 -4.07990  0.242
H 1.17853 4.02098 -2.68342  0.216
H 2.58738 1.15235 -0.40500  0.233
H 2.11329 1.99910 1.05741  0.241
H 3.00132 3.31458 -1.58604  0.220
H 3.88466 3.29342 -0.06708  0.239
H 2.40164 4.22799 -0.19194  0.218
C 4.37580 -1.59388 2.19156  -0.057
C 3.23436 -1.01007 2.75976  -0.199
C 2.05163 -1.00723 2.06831  -0.136
C 1.97484 -1.65815 0.81211  0.073
C 3.14329 -2.22436 0.23235  -0.097
C 4.33222 -2.18284 0.92436  -0.236
N 0.76905 -1.70205 0.18034  -0.335
C 0.41484 -2.76584 -0.57263  0.200
C -0.51822 -2.57223 -1.63621  -0.169
C -0.87871 -3.62315 -2.42719  -0.201
C -0.35703 -4.90539 -2.17378  -0.044
C 0.51573 -5.13037 -1.10282  -0.221
C 0.90693 -4.08709 -0.30355  -0.149
H 5.31246 -1.57863 2.73984  0.252
H 3.28770 -0.55921 3.74295  0.253
H 1.15183 -0.57237 2.49022  0.243
H 3.09525 -2.64650 -0.76542  0.235
H 5.22874 -2.59830 0.48393  0.256
H -0.88131 -1.56543 -1.83151  0.239
H -1.56498 -3.47242 -3.25235  0.252
H -0.64425 -5.73427 -2.80875  0.252
H 0.87295 -6.12947 -0.89298  0.259
H 1.52499 -4.25939 0.56829  0.245

Calculated values
Lowest unoccupied orbital energy (alpha / beta) (Eh): -0.33742 / -0.33317
Total charge: +2
Strongest force on any atom (Eh/bohr): 0.02162
DFT total energy (hartree): -1540.95784

No. 3
ORCA calculation (ωB97M-V/def2-TZVPD) on C22H35BrCdO2P2 as an isolated structure.

Last column: natural (NBO) charge in e.
Element x y z (Å)
P -2.30322 2.08256 -0.13280  1.504
P -2.44797 -1.52564 -0.96406  1.566
C -3.25305 1.17440 -1.37500  -0.764
C -3.70400 -0.21137 -0.88574  -0.745
H -2.67743 1.12107 -2.31533  0.250
H -4.15458 1.77447 -1.57354  0.252
H -4.05768 -0.17558 0.14571  0.302
H -4.53720 -0.55877 -1.50163  0.246
C -2.16736 -1.95108 -2.68471  -1.001
H -1.19576 -2.44907 -2.79229  0.274
H -2.20698 -1.05202 -3.31769  0.261
H -2.96251 -2.64430 -2.99594  0.259
C -3.60353 -2.84592 -0.40242  -0.947
H -4.44379 -2.85971 -1.07932  0.228
H -3.95632 -2.60428 0.61740  0.276
H -3.11541 -3.82089 -0.38041  0.245
C -1.16951 3.14611 -0.97028  -1.034
H -0.40510 3.46227 -0.24697  0.287
H -1.67554 4.05750 -1.33526  0.266
H -0.68422 2.65214 -1.83548  0.244
C -3.51708 3.22023 0.63913  -0.946
H -4.21188 2.66755 1.28854  0.257
H -4.07376 3.73759 -0.15253  0.233
H -2.96629 3.94990 1.24982  0.257
Cd 1.79068 1.79065 -2.00419  0.818
C -1.21693 -2.55968 1.38376  -0.037
C -1.01841 -1.71552 0.17884  -0.541
C -0.20518 -0.39971 0.30904  -0.441
C -0.52061 0.69690 1.33147  -0.438
C -1.96000 1.04027 1.47917  -0.425
C -2.68534 -0.16260 2.00579  -0.678
C -1.97925 -0.87367 3.10113  -0.404
C -0.97503 -2.03335 2.69948  -0.507
C 2.10604 3.49453 -0.74679  -1.285
H -1.27893 -3.62100 1.20944  0.181
H -0.45443 -2.39520 -0.48396  0.235
H -0.18811 0.05086 -0.68949  0.182
H 0.83934 -0.72476 0.49063  0.278
H -0.05779 0.46268 2.30135  0.235
H 0.04341 1.59464 0.99363  0.217
H -2.11779 1.81981 2.29946  0.209
H -3.78298 -0.20120 2.02950  0.174
H -2.71842 -1.33101 3.75963  0.215
H -1.40145 -0.15665 3.69757  0.159
H 0.06118 -1.66894 2.81478  0.218
H -1.08894 -2.84386 3.44464  0.218
H 2.92368 3.24962 -0.04668  0.222
H 1.23110 3.70585 -0.14112  0.156
H 2.36349 4.37276 -1.34844  0.200
Br 3.56842 -2.55752 0.47174  0.048
C 5.17902 -1.69981 -0.04429  -0.104
C 6.39780 -2.36314 0.09788  -0.224
C 7.60469 -1.71928 -0.30759  -0.210
C 7.53243 -0.39451 -0.81151  -0.213
C 6.32144 0.24242 -0.92358  -0.207
C 5.13040 -0.39591 -0.56150  -0.061
C 3.79174 0.22476 -0.83235  0.727
O 3.55497 0.37624 -2.10083  -0.833
O 3.01296 0.56077 0.08778  -0.728
H 6.42698 -3.35542 0.49646  0.219
H 8.53343 -2.23388 -0.22713  0.213
H 8.46279 0.10062 -1.10672  0.214
H 6.26377 1.27607 -1.30627  0.227

Calculated values
Lowest unoccupied orbital energy (alpha / beta) (Eh): -0.00868 / -0.01225
Strongest force on any atom (Eh/bohr): 0.06821
DFT total energy (hartree): -4433.92495

No. 4
ORCA calculation (ωB97M-V/def2-TZVPD) on C22H35BrCeO2P2 as an isolated structure.

Last column: Löwdin charge in e.
Element x y z (Å)
P -2.32868 0.29990 -0.12959  0.802
P -0.57997 -1.57009 -2.25289  0.830
C -2.88479 0.04079 -1.93999  -0.342
C -2.41961 -1.28308 -2.52084  -0.365
H -2.48216 0.88616 -2.52122  0.095
H -3.98014 0.10649 -1.93419  0.103
H -2.95433 -2.12286 -2.05459  0.102
H -2.57579 -1.30829 -3.60703  0.102
C 0.19778 -0.05485 -2.99630  -0.186
H 1.28117 -0.23280 -3.10817  0.079
H 0.08934 0.82806 -2.35535  0.040
H -0.21324 0.18619 -3.98599  0.084
C -0.36006 -2.61935 -3.74951  -0.273
H -1.13277 -2.43683 -4.50907  0.071
H -0.38786 -3.67742 -3.47620  0.016
H 0.61266 -2.38681 -4.19210  0.028
C -2.41230 2.12543 -0.31927  -0.221
H -2.29924 2.59529 0.65477  0.012
H -3.38947 2.38967 -0.71325  0.078
H -1.63813 2.51711 -0.97852  0.047
C -3.90203 0.17260 0.83835  -0.192
H -3.91429 -0.77564 1.39336  0.050
H -4.77742 0.24819 0.17994  0.074
H -3.94295 0.99604 1.56205  0.063
Ce -0.77250 -1.71616 0.30826  1.074
C 0.85363 3.01661 0.59827  -0.116
C 0.32676 4.12688 0.08310  -0.117
C -0.38474 5.22660 0.81536  -0.169
C -0.66104 4.98610 2.31496  -0.182
C -1.65848 3.90836 2.57859  -0.102
C -1.43107 2.59572 2.81221  -0.148
C -0.11305 1.92542 2.76135  -0.190
C 1.06379 2.63097 2.03674  -0.180
C -0.37688 -1.87322 2.58616  -0.172
H 1.19658 2.24504 -0.10272  0.094
H 0.37907 4.28570 -0.99871  0.111
H -1.35535 5.37817 0.32529  0.117
H 0.15230 6.17629 0.68335  0.126
H 0.26021 4.82518 2.88122  0.106
H -1.11325 5.91691 2.70571  0.129
H -2.70008 4.25911 2.52031  0.122
H -2.25320 1.97625 3.20903  0.109
H -0.25745 0.95804 2.26198  0.058
H 0.20796 1.67626 3.79736  0.138
H 1.45469 3.45106 2.64407  0.111
H 1.86449 1.87304 2.01248  0.114
H -0.69710 -2.91417 2.81459  0.059
H -0.80266 -1.17486 3.32163  0.047
H 0.73444 -1.86293 2.66591  0.059
Br 2.16129 -4.33396 -2.88724  0.930
C 3.37543 -4.24395 -1.46454  -0.592
C 4.64827 -4.77912 -1.63686  -0.099
C 5.53056 -4.81638 -0.55314  -0.032
C 5.14637 -4.32029 0.70555  -0.040
C 3.88422 -3.77167 0.88101  -0.011
C 3.00711 -3.72802 -0.19968  -0.170
C 1.67720 -3.07169 -0.00331  -0.562
O 1.63190 -1.79475 0.18938  -0.105
O 0.57557 -3.73752 -0.03526  -0.104
H 4.91906 -5.20467 -2.61115  0.117
H 6.51073 -5.25191 -0.70136  0.119
H 5.83942 -4.39220 1.54368  0.121
H 3.57009 -3.37412 1.85204  0.133

Calculated values
Lowest unoccupied orbital energy (alpha / beta) (Eh): -0.29349 / -0.29358
Total charge: +2
Strongest force on any atom (Eh/bohr): 0.14378
DFT total energy (hartree): -4740.92114